11
Properties=species:S:1:pos:R:3:mulliken_charge:R:1 method="wB97M-V/def2-TZVPD" e_tot_ev=-9652.9063 orbital_gap_ev=12.33 lumo_ev=0.975 homo_energy_ev=-11.36 total_charge=0 smiles=FCCF.O
F 0.0000 0.0000 0.0000 -0.2878
C 0.8094 -0.3807 1.0014 -0.1561
C 0.6585 -1.8787 1.1986 -0.2329
F -0.4511 -2.2482 1.8567 -0.2668
H 1.8208 -0.1030 0.6475 0.2251
H 0.4753 0.3997 1.7119 0.2400
H 0.7514 -2.4320 0.2444 0.2387
H 1.4922 -2.1959 1.8542 0.2386
O -2.6685 1.2047 1.5550 -0.6286
H -2.4428 1.2153 0.5973 0.3208
H -3.6522 1.2186 1.5782 0.3092


12
Properties=species:S:1:pos:R:3:mulliken_charge:R:1 method="wB97M-V/def2-TZVPD" e_tot_ev=-9812.2416 orbital_gap_ev=10.08 lumo_ev=0.131 homo_energy_ev=-9.95 total_charge=0 smiles="C=NC(C=O)C=O"
C -0.8313 1.6132 -0.1589 -0.2689
N -0.1874 1.0936 0.8041 -0.4690
C 0.3554 -0.2357 0.6325 0.2193
C 1.3575 -0.2966 -0.5275 -0.0228
O 2.3757 -0.9323 -0.4945 -0.4456
C -0.6982 -1.3155 0.3456 -0.0729
O -1.7014 -1.1200 -0.2893 -0.4412
H -1.0244 1.1343 -1.1232 0.2312
H -1.2356 2.6177 -0.0204 0.2919
H 0.9051 -0.5327 1.5324 0.3100
H 1.0604 0.3013 -1.4149 0.3021
H -0.4534 -2.3190 0.7465 0.3659


57
Properties=species:S:1:pos:R:3:mulliken_spin:R:1 method="wB97M-V/def2-TZVPD" e_tot_ev=-61760.1087 orbital_gap_ev="4.23 / 2.60" lumo_ev="3.607 / 1.992" homo_energy_ev="-0.62 / -0.61" multiplicity=5 total_charge=-2
Fe 0.1135 1.0591 1.2903 2.9877
C 3.0491 -2.6977 4.2855 -0.0034
C 2.7767 -1.4042 5.0609 -0.0027
O 2.1856 -0.3612 4.2759 0.0366
H 3.4522 -3.5238 4.8713 0.0009
H 3.6633 -2.6618 3.3858 0.0003
H 2.1727 -3.2641 3.9707 0.0009
H 3.7325 -1.0773 5.4703 0.0033
H 2.2237 -1.7003 5.9523 -0.0001
C -3.9792 4.5084 3.9843 -0.0002
C -3.1127 4.5564 2.7461 -0.0002
O -1.8520 3.9899 2.9557 0.0003
H -4.2734 3.4681 4.1236 -0.0001
H -4.7768 5.2513 3.9819 0.0000
H -3.3890 4.7547 4.8669 0.0001
H -3.0689 5.5995 2.4330 0.0000
H -3.5660 4.1084 1.8618 -0.0003
C -3.6995 -3.9048 1.7830 0.0775
C -3.3451 -2.7896 2.7341 -0.0328
O -2.7087 -1.6894 2.1071 0.9050
H -3.5525 -4.9476 2.0640 -0.0051
H -3.2709 -4.0084 0.7861 -0.0038
H -4.7573 -3.8740 1.5219 -0.0018
H -2.6495 -3.2588 3.4298 0.0348
H -4.3385 -2.5346 3.1034 0.0008
C 4.9096 3.0939 -2.5052 0.0002
C 4.5964 2.3761 -1.1726 -0.0008
O 3.4628 2.7136 -0.3681 0.0007
H 4.8649 4.1623 -2.2938 -0.0001
H 4.2925 2.7563 -3.3379 0.0000
H 5.9544 3.0549 -2.8135 0.0000
H 5.4742 2.4995 -0.5383 0.0002
H 4.5861 1.3348 -1.4945 0.0002
C -2.0459 1.7595 -4.4524 -0.0001
C -1.3255 2.5494 -3.3715 0.0003
C -1.8483 3.9698 -3.3377 0.0001
O -1.5585 1.9182 -2.1679 0.0049
H -2.0872 2.0743 -5.4951 0.0000
H -3.1038 1.7589 -4.1896 0.0000
H -1.5978 0.7665 -4.4184 0.0000
H -0.2444 2.5534 -3.5099 0.0008
H -2.8703 4.0159 -2.9614 0.0000
H -1.9262 4.4479 -4.3142 0.0001
H -1.3027 4.5147 -2.5674 -0.0001
H -2.5097 1.7940 -2.1313 -0.0008
C 1.4949 -5.0714 -1.3577 0.0003
C 1.7263 -3.6960 -1.9291 -0.0014
C 1.3985 -3.4185 -3.3886 0.0003
O 1.1104 -2.6423 -1.1852 -0.0019
H 0.6789 -5.7096 -1.6967 0.0000
H 1.4367 -5.0312 -0.2700 -0.0001
H 2.3364 -5.7564 -1.4613 0.0000
H 2.7874 -3.5248 -1.7476 -0.0004
H 0.4565 -3.7087 -3.8539 0.0000
H 2.0809 -3.8659 -4.1114 0.0000
H 1.5389 -2.3466 -3.5280 -0.0001
H 0.2045 -2.9407 -1.0756 -0.0001


138
Properties=species:S:1:pos:R:3:mulliken_charge:R:1 method="wB97M-V/def2-TZVPD" e_tot_ev=-112139.4601 orbital_gap_ev=8.19 lumo_ev=0.103 homo_energy_ev=-8.09 total_charge=0
C 4.5016 0.6239 -0.0321 -0.4293
S 5.5393 -0.3165 1.1371 0.4948
O 5.2576 -1.7484 0.8555 -0.5793
C 7.1308 0.0914 0.4329 -1.0699
H 3.7238 1.1292 0.5431 -0.0860
H 4.0190 -0.1358 -0.6453 0.1563
H 5.1165 1.3300 -0.5803 0.4637
H 7.9163 -0.3268 1.0598 0.3609
H 7.2378 1.1772 0.4066 0.3653
H 7.2599 -0.3003 -0.5782 0.3349
C 2.3253 0.4578 4.1039 -0.5855
S 3.2839 1.8051 3.4524 0.4758
O 2.4761 2.4444 2.3776 -0.4959
C 3.1705 2.8931 4.8622 -0.9147
H 2.1529 -0.2638 3.3022 0.3688
H 1.3328 0.8258 4.3743 -0.2751
H 2.8309 -0.0330 4.9320 0.6285
H 3.4680 2.3802 5.7814 0.4244
H 2.1308 3.1827 5.0150 0.0395
H 3.8621 3.7126 4.6940 0.4180
C -4.2137 1.6410 -1.9423 -0.8181
S -4.9478 0.3523 -2.9645 0.6969
O -6.2682 0.8929 -3.3942 -0.7123
C -3.8171 0.5537 -4.3647 -0.7704
H -4.7059 1.5031 -0.9804 0.3075
H -4.4094 2.6515 -2.2973 0.4701
H -3.1387 1.4763 -1.8568 0.0051
H -2.8523 0.1649 -4.0419 0.0505
H -3.7444 1.6232 -4.5683 0.3468
H -4.2381 0.0740 -5.2432 0.4268
C -2.6749 5.3255 0.1810 -0.3418
C -2.5744 3.9759 0.4780 0.5828
C -3.6390 3.2684 1.0469 -0.3264
C -4.7733 3.9825 1.4039 -0.5189
C -4.8990 5.3367 1.0932 -0.6511
C -3.8791 5.9910 0.4248 -0.4260
H -1.8207 5.8916 -0.1666 0.1305
H -1.6468 3.4540 0.2670 0.0303
H -3.3693 2.2328 1.2132 0.3949
H -5.5427 3.4787 1.9801 0.3944
H -5.8032 5.8458 1.3998 0.3689
H -4.0331 7.0203 0.1234 0.4050
C 0.8688 -6.6823 -2.3652 -0.3569
C 1.4291 -6.4962 -3.6225 -0.4019
C 1.1616 -5.3273 -4.3086 -0.7977
C 0.3957 -4.3303 -3.7103 -0.5058
C -0.0439 -4.5158 -2.4072 0.9190
C 0.1720 -5.6851 -1.6938 -0.6286
H 1.1018 -7.6241 -1.8784 0.2628
H 2.0340 -7.3144 -3.9861 0.4221
H 1.4525 -5.1943 -5.3446 0.3665
H 0.0350 -3.4714 -4.2606 0.5307
H -0.7627 -3.8161 -1.9952 -0.1283
H -0.2185 -5.8702 -0.7036 0.5346
C 3.7176 5.2436 -0.8603 -0.8545
C 3.3510 6.3301 -1.6508 -0.4018
C 2.0267 6.6484 -1.8429 -0.8194
C 1.0368 5.8994 -1.2002 -0.0940
C 1.3826 4.7840 -0.4551 -0.1152
C 2.7159 4.4349 -0.3299 -0.0694
H 4.7572 4.9976 -0.6892 0.3819
H 4.1453 6.9027 -2.1188 0.3588
H 1.6781 7.5415 -2.3455 0.4068
H 0.0061 6.1536 -1.4148 0.2977
H 0.6724 4.1255 0.0291 0.3855
H 2.8792 3.5294 0.2456 0.4693
C -2.2372 -3.1557 5.2627 -0.4260
C -2.9867 -2.2422 4.5358 -0.8683
C -2.4179 -1.1018 4.0061 -0.3624
C -1.0373 -0.9400 4.1537 0.6906
C -0.3180 -1.7089 5.0568 -0.3647
C -0.9070 -2.8817 5.5356 -0.6638
H -2.7222 -4.0629 5.5967 0.3810
H -4.0568 -2.4014 4.4592 0.3872
H -2.9653 -0.3925 3.4023 0.6393
H -0.5729 -0.0727 3.6936 -0.1750
H 0.7346 -1.5518 5.2510 0.2529
H -0.3431 -3.4791 6.2440 0.3780
O -3.2014 -2.6122 -2.2707 -0.2298
C -3.8890 -3.5733 -2.4445 0.3217
O -5.1146 -3.4796 -3.0108 -0.3594
C -5.7507 -4.7616 -3.0414 -0.4967
C -5.0565 -5.5754 -1.9674 -0.6626
C -3.6285 -5.0163 -2.0542 -0.2256
H -5.5947 -5.2268 -4.0181 0.2696
H -6.8188 -4.6570 -2.8719 0.3611
H -5.0336 -6.6526 -2.1260 0.3383
H -5.4117 -5.3925 -0.9534 0.3036
H -3.0516 -5.4248 -2.8917 0.1603
H -3.0465 -5.1464 -1.1490 0.2785
O -1.1668 1.1412 7.0719 -0.6316
C -1.3332 1.7547 6.0617 0.4200
O -0.3081 2.3388 5.3854 -0.3896
C -0.7998 3.0798 4.2672 0.1361
C -2.2720 3.3887 4.5907 -0.2792
C -2.6404 2.1832 5.4442 -0.0838
H -0.6866 2.5546 3.3193 -0.1789
H -0.2608 4.0255 4.2268 0.4135
H -2.8581 3.4456 3.6750 -0.0575
H -2.3853 4.3131 5.1571 0.3692
H -2.9639 1.3766 4.7698 -0.2115
H -3.5052 2.1990 6.1020 0.4402
O -0.3129 1.3167 -3.2368 -0.5112
C 0.6377 1.9582 -3.6001 0.3072
O 0.7121 3.2831 -3.4954 -0.3022
C 1.9495 3.7760 -4.0777 0.2342
C 2.6861 2.5733 -4.7181 -0.7386
C 1.9437 1.3811 -4.1261 -0.0288
H 2.5056 4.1954 -3.2397 -0.3089
H 1.6927 4.5927 -4.7486 0.3849
H 3.6951 2.6656 -4.3245 0.3673
H 2.6330 2.5711 -5.8004 0.2620
H 2.4385 0.9303 -3.2639 -0.1456
H 1.6865 0.5906 -4.8265 0.4639
O 4.5772 -6.9777 -2.3420 -0.5996
C 4.1121 -6.2262 -1.5373 0.5450
O 3.4138 -6.6280 -0.4578 -0.3843
C 3.1156 -5.5023 0.4027 -0.6975
C 3.1734 -4.2919 -0.5136 1.0587
C 4.1637 -4.7059 -1.5817 -0.6078
H 3.8064 -5.5139 1.2477 0.3311
H 2.1233 -5.6956 0.8129 0.3213
H 3.3457 -3.3513 0.0037 0.3149
H 2.1753 -4.1495 -0.9367 -0.8156
H 5.1725 -4.3504 -1.3644 0.2824
H 3.9000 -4.3866 -2.5878 0.2950
O -1.5927 0.8178 1.5150 -0.2320
C -1.0215 0.2889 0.5959 -0.0454
O -1.7029 -0.4346 -0.2895 -0.4979
C -0.8474 -1.0759 -1.2721 -0.1468
C 0.5745 -0.8474 -0.7217 -0.3587
C 0.4249 0.3618 0.1761 1.3079
H -0.9662 -0.6672 -2.2671 0.1191
H -1.0824 -2.1226 -1.1875 -0.1430
H 1.3201 -0.7677 -1.5119 0.4480
H 0.8587 -1.7005 -0.0955 0.0786
H 0.4187 1.2816 -0.4383 -0.6956
H 1.1384 0.5910 0.9629 -0.0390


63
Properties=species:S:1:pos:R:3:mulliken_spin:R:1 method="wB97M-V/def2-TZVPD" e_tot_ev=-224544.2475 orbital_gap_ev="6.65 / 6.67" lumo_ev="2.640 / 2.603" homo_energy_ev="-4.01 / -4.07" multiplicity=3 total_charge=-1
Ni -0.2789 1.1381 0.2447 1.7421
O 3.0888 5.8214 1.2615 0.0000
C 3.0687 4.9256 0.1513 0.0018
C 1.7399 4.1541 0.0990 -0.0142
C 1.5380 3.5308 1.4835 0.0080
O 0.4112 2.6461 1.5457 0.0164
C 2.0000 3.0666 -0.9585 0.0164
Se 0.5282 2.0785 -1.7946 0.1858
C 0.6329 5.1556 -0.2727 -0.0021
Se -1.1873 4.9588 0.4915 0.0007
H 3.8678 6.3765 1.1860 -0.0001
H 3.8971 4.2099 0.2390 0.0003
H 3.1865 5.4768 -0.7889 -0.0003
H 1.3772 4.3158 2.2245 0.0003
H 2.4220 2.9557 1.7719 -0.0037
H -0.3618 3.2820 1.4588 0.0012
H 2.6932 2.3341 -0.5347 -0.0030
H 2.5215 3.5282 -1.8025 0.0098
H 0.5583 5.2056 -1.3603 0.0003
H 0.9463 6.1343 0.0916 0.0002
O -2.1571 1.9936 0.3823 0.0338
H -1.9442 2.9755 0.2318 -0.0054
H -2.6514 1.6968 -0.3906 -0.0052
C 2.5813 -1.4096 1.3096 0.0116
Si 0.8414 -2.1309 1.4700 0.0709
C 1.0239 -4.0106 1.3982 0.0145
C 0.2406 -1.7023 3.2088 0.0073
Si -0.5583 -1.1276 -0.1165 -0.0714
Si -2.7259 -1.8563 0.3624 -0.0290
C -2.9444 -3.7129 0.6433 0.0108
C -3.3871 -1.0017 1.9108 0.0122
C -3.8873 -1.4100 -1.0647 0.0020
Si 0.0158 -1.9836 -2.2128 -0.0056
C -0.8972 -1.0434 -3.5665 -0.0011
C 1.8618 -1.8096 -2.5396 0.0015
C -0.4213 -3.8117 -2.4167 0.0029
H 3.2151 -1.7203 2.1453 0.0000
H 2.5440 -0.3179 1.3008 -0.0070
H 3.0625 -1.7244 0.3830 0.0024
H 1.7160 -4.3506 2.1742 0.0008
H 1.4155 -4.3369 0.4334 -0.0016
H 0.0684 -4.5124 1.5543 -0.0006
H 0.9697 -2.0061 3.9651 0.0006
H -0.7045 -2.1994 3.4347 0.0012
H 0.0776 -0.6273 3.3088 -0.0029
H -2.3660 -4.0516 1.5040 0.0010
H -2.6228 -4.2957 -0.2208 -0.0007
H -3.9964 -3.9426 0.8363 0.0002
H -2.9228 -1.4130 2.8091 0.0005
H -4.4686 -1.1390 1.9995 0.0007
H -3.1793 0.0690 1.8933 -0.0056
H -3.7327 -2.0821 -1.9117 -0.0001
H -3.7276 -0.3947 -1.4328 0.0009
H -4.9315 -1.4962 -0.7527 -0.0001
H -0.6750 0.0222 -3.4930 0.0020
H -1.9781 -1.1711 -3.4886 -0.0005
H -0.5845 -1.3859 -4.5572 -0.0003
H 2.1576 -0.7682 -2.4039 -0.0009
H 2.1032 -2.1099 -3.5629 -0.0002
H 2.4511 -2.4269 -1.8598 0.0003
H -1.5000 -3.9725 -2.3766 0.0000
H 0.0342 -4.4281 -1.6407 0.0009
H -0.0655 -4.1687 -3.3876 -0.0008